{"formula": "C20H24IN2O2OsS3SbSe4", "method": "the ωB97M-V functional and the def2-TZVPD basis", "multiplicity": 5, "gap_ev": [6.218, 5.029], "lumo_energy_ev": [-7.28, -8.40], "total_charge": 2, "homo_energy_ha": [-0.4959, -0.4934], "fmax_ev_per_a": 1.23, "energy_ev": -339185.2608, "s2": 6.04, "elements": ["Os", "C", "C", "N", "C", "C", "C", "O", "C", "C", "N", "C", "C", "C", "C", "C", "C", "I", "C", "O", "H", "H", "H", "H", "H", "H", "H", "H", "H", "H", "H", "H", "C", "C", "S", "C", "C", "S", "C", "C", "S", "H", "H", "H", "H", "H", "H", "H", "H", "H", "H", "H", "H", "Se", "Sb", "Se", "Se", "Se"], "xyz": [[-0.46368, -0.70711, -0.82999], [3.28066, 1.63231, -2.49059], [2.51508, 2.28909, -1.37939], [2.91710, 3.46148, -0.95394], [2.23937, 4.07855, 0.03539], [1.10639, 3.57289, 0.61350], [0.36808, 4.41659, 1.62863], [0.00663, 3.70902, 2.81154], [0.64755, 2.29868, 0.16919], [-0.57338, 1.79818, 0.74282], [-1.29231, 0.77618, 0.39665], [-2.55697, 0.62116, 1.10181], [-3.12851, 1.66324, 1.84095], [-4.30800, 1.48637, 2.53991], [-4.97133, 0.26786, 2.52028], [-4.45584, -0.76397, 1.75910], [-3.27695, -0.56268, 1.05534], [-2.62020, -2.12602, -0.13720], [1.39608, 1.63153, -0.79719], [1.16822, 0.39389, -1.21283], [3.85564, 2.38687, -3.02050], [2.61525, 1.11604, -3.18248], [3.98639, 0.89758, -2.09310], [2.64114, 5.03295, 0.35460], [-0.56079, 4.79103, 1.19194], [0.97829, 5.28812, 1.86505], [0.70276, 3.80355, 3.46896], [-0.92444, 2.38433, 1.57789], [-2.67658, 2.64334, 1.87126], [-4.71391, 2.31813, 3.09918], [-5.89069, 0.12745, 3.07133], [-4.96930, -1.71503, 1.70792], [1.02608, -4.84730, -0.80909], [0.70227, -4.05833, -2.06504], [0.92371, -2.25267, -2.08049], [2.54715, -2.04145, -1.30053], [2.58980, -1.82325, 0.22164], [1.03623, -1.31136, 1.02394], [0.70734, -2.57767, 2.28484], [0.84950, -4.04596, 1.90640], [-0.16821, -4.58334, 0.51939], [2.03273, -4.63848, -0.44985], [0.98881, -5.90540, -1.06954], [-0.32608, -4.22555, -2.38878], [1.35581, -4.38288, -2.87742], [2.97602, -1.18703, -1.81184], [3.12620, -2.92305, -1.57638], [3.30160, -1.03362, 0.45071], [2.91515, -2.72310, 0.73921], [-0.30804, -2.35161, 2.61514], [1.38488, -2.33194, 3.10409], [0.53192, -4.63568, 2.76693], [1.88572, -4.31431, 1.70801], [-3.99351, 0.70755, -5.79157], [-2.74721, 1.97627, -4.07619], [-0.90251, 3.27128, -5.09072], [-4.00124, 3.18566, -2.53825], [-1.47587, 0.04159, -2.74068]], "forces_ev_per_a": [[0.20, 0.29, 0.48], [-0.02, -0.02, 0.06], [0.19, 0.01, -0.02], [-0.18, 0.04, 0.07], [0.16, -0.05, -0.10], [-0.02, -0.03, 0.00], [0.00, -0.04, -0.01], [0.04, 0.04, 0.01], [-0.16, 0.03, 0.21], [0.04, 0.13, -0.04], [-0.03, -0.27, 0.35], [0.04, 0.12, -0.08], [0.01, 0.04, -0.04], [-0.01, -0.01, 0.00], [0.00, 0.00, 0.00], [0.00, 0.08, -0.02], [-0.10, 0.03, -0.01], [0.25, -0.22, 0.14], [0.00, -0.26, -0.24], [0.05, 0.10, 0.19], [0.00, 0.00, 0.01], [0.00, 0.01, -0.01], [0.00, 0.00, 0.00], [-0.02, 0.01, -0.02], [-0.03, -0.01, 0.01], [-0.02, 0.03, -0.01], [0.00, -0.01, 0.00], [-0.01, 0.03, -0.04], [-0.02, 0.00, 0.00], [0.00, -0.01, 0.00], [0.01, 0.01, 0.00], [0.00, 0.01, -0.02], [-0.06, 0.08, -0.03], [0.02, 0.03, -0.03], [0.11, 0.08, 0.01], [-0.07, -0.05, 0.07], [-0.07, -0.10, -0.08], [0.09, 0.16, 0.09], [-0.07, -0.07, -0.13], [-0.03, 0.12, -0.02], [-0.10, -0.15, 0.02], [0.01, -0.02, 0.00], [0.09, 0.01, -0.05], [0.00, 0.02, -0.02], [-0.06, -0.06, -0.03], [0.00, 0.01, 0.01], [0.04, 0.03, 0.00], [0.04, -0.02, -0.02], [0.01, 0.01, 0.01], [0.00, 0.01, 0.01], [-0.04, -0.01, 0.04], [0.08, 0.02, 0.05], [0.00, -0.04, 0.05], [0.08, -0.09, 0.03], [0.01, 0.39, -0.03], [0.08, -0.04, -0.04], [-0.17, 0.10, 0.30], [-0.38, -0.50, -1.06]], "mulliken_spin": [0.88, 0.01, -0.02, 0.00, 0.02, -0.01, 0.00, 0.00, 0.02, -0.02, 0.01, -0.03, 0.01, 0.00, 0.00, 0.00, 0.03, 0.01, -0.01, 0.09, 0.00, 0.00, 0.00, 0.00, 0.00, 0.00, 0.00, 0.00, 0.00, 0.00, 0.00, 0.00, 0.00, 0.00, 0.04, 0.00, 0.00, -0.01, 0.00, 0.00, 0.00, 0.00, 0.00, 0.00, 0.00, 0.00, 0.00, 0.00, 0.00, 0.00, 0.00, 0.00, 0.00, 1.00, -0.11, 1.02, 0.29, 0.77]}



{"formula": "C20H24N2O3", "method": "the ωB97M-V functional and the def2-TZVPD basis", "multiplicity": 1, "gap_ev": 7.874, "lumo_energy_ev": 0.62, "homo_energy_ha": -0.2666, "fmax_ev_per_a": 18.42, "smiles": "c1ccc(N2CCN(CCCOc3ccc4c(c3)OCO4)CC2)cc1", "energy_ev": -30233.3255, "elements": ["C", "C", "C", "C", "C", "C", "H", "H", "N", "C", "H", "C", "N", "C", "C", "H", "H", "H", "H", "C", "C", "C", "H", "O", "C", "C", "C", "C", "C", "C", "H", "O", "C", "O", "H", "H", "H", "H", "H", "H", "H", "H", "H", "H", "H", "H", "H", "H", "H"], "xyz": [[-4.42837, -3.75557, 0.50263], [-3.21255, -3.63155, -0.39497], [-2.60684, -2.29880, -0.59820], [-3.21813, -1.28039, 0.02751], [-4.37957, -1.57432, 0.71157], [-5.04761, -2.71893, 1.09592], [-5.95693, -2.84358, 1.83991], [-4.86146, -0.51031, 1.21779], [-2.79391, 0.04511, -0.24810], [-1.74065, 0.18702, -1.22025], [-2.12294, -0.16531, -2.05999], [-1.92311, 1.81164, -1.72623], [-1.62484, 2.47660, -0.65668], [-2.49224, 2.42626, 0.60521], [-2.46817, 0.84791, 0.86317], [-3.26157, 0.65341, 1.90200], [-1.42570, 0.46185, 1.44932], [-2.30018, 2.92599, 1.49566], [-3.43561, 2.66812, 0.18905], [-0.35063, 3.18983, -0.14131], [0.62961, 2.17860, 0.32390], [1.95007, 2.90613, 0.65480], [2.41129, 3.23347, -0.43856], [2.94376, 2.00792, 1.29451], [3.46235, 1.02776, 0.21687], [3.31644, 0.59154, -0.88974], [3.76741, -0.76301, -1.47954], [4.54866, -1.25349, -0.73112], [4.67269, -1.16277, 0.75750], [4.27773, -0.04605, 1.31814], [4.43486, 0.33511, 2.23156], [5.49798, -2.13741, 1.06385], [5.79962, -2.99608, 0.16992], [5.11182, -2.72249, -1.05201], [5.33760, -4.08955, 0.43984], [6.89525, -2.91847, 0.01290], [3.59945, -0.78878, -2.68796], [2.64736, 1.25199, -1.22996], [2.02196, 3.74124, 1.15586], [0.62612, 1.38183, -0.05663], [0.42719, 1.86634, 1.58695], [-0.03378, 3.54712, -0.97274], [-0.52962, 3.98639, 0.40513], [-1.11261, 1.76273, -2.36222], [-2.91210, 1.96812, -2.13166], [-0.60570, -0.12293, -0.91402], [-1.80253, -2.43620, -1.14873], [-2.81671, -4.63570, -0.84553], [-4.91516, -4.62837, 0.45470]], "forces_ev_per_a": [[4.26, 0.14, -3.50], [-1.90, 0.53, 1.72], [-3.89, -6.46, 2.14], [-0.61, 0.75, -0.58], [-2.94, 6.48, 4.04], [-0.06, 0.88, 0.73], [2.03, 0.66, -1.96], [1.26, -2.92, -1.54], [0.38, -0.14, 0.72], [0.75, 2.86, 1.48], [-0.83, -3.09, -3.88], [0.66, -5.79, 0.19], [1.78, 8.56, 9.66], [0.11, -5.72, -4.59], [-0.77, 0.46, 7.07], [1.94, 0.39, -3.32], [-2.19, 1.22, -1.83], [1.19, 1.32, 0.97], [-1.56, 0.25, 0.34], [-2.66, -7.51, -1.81], [0.57, 12.03, 12.81], [2.66, -5.31, -6.51], [-0.73, -0.59, 2.34], [-0.28, -0.80, -5.10], [4.34, -0.66, 17.89], [-1.10, -4.10, -8.04], [-7.44, 9.32, -9.93], [6.77, -10.84, 6.84], [0.64, 1.28, -4.13], [-2.12, 2.06, -4.62], [0.42, 0.91, 3.28], [-0.52, 2.60, 6.71], [-0.05, -5.90, -4.21], [-0.58, 4.20, 1.15], [1.78, 2.10, -0.28], [-0.34, -0.85, -0.06], [0.49, -0.69, 3.50], [-2.87, 1.86, -3.72], [-0.81, 4.26, 3.05], [0.57, -11.16, -6.19], [-0.25, 0.57, -3.47], [2.89, 2.64, -5.70], [-1.32, 3.33, 3.31], [1.42, 0.90, -2.26], [-0.36, -0.20, -0.47], [-2.73, 0.73, -0.69], [3.90, 0.78, -2.56], [-0.64, 2.34, 0.78], [-1.26, -3.69, 0.25]], "nbo_charge": [-0.22, -0.20, -0.27, 0.20, -0.21, -0.23, 0.24, 0.19, -0.51, -0.24, 0.19, -0.18, -0.45, -0.24, -0.20, 0.20, 0.17, 0.21, 0.19, -0.19, -0.35, -0.04, 0.13, -0.52, 0.39, -0.38, -0.24, 0.24, 0.24, -0.27, 0.22, -0.48, 0.26, -0.54, 0.14, 0.15, 0.26, 0.23, 0.19, 0.17, 0.17, 0.18, 0.20, 0.20, 0.19, 0.17, 0.22, 0.22, 0.19]}



{"formula": "C20H24N2O5S", "method": "the ωB97M-V functional and the def2-TZVPD basis", "multiplicity": 1, "gap_ev": 9.083, "lumo_energy_ev": 0.43, "homo_energy_ha": -0.3178, "fmax_ev_per_a": 1.17, "smiles": "COc1cc(C(=O)Nc2cccc(S(=O)(=O)N3CCCC3)c2)cc(OC)c1C", "energy_ev": -45182.0856, "elements": ["C", "H", "O", "C", "C", "C", "C", "C", "C", "C", "H", "H", "H", "O", "C", "H", "H", "H", "H", "C", "O", "N", "C", "C", "C", "C", "C", "C", "H", "H", "H", "S", "O", "O", "N", "C", "H", "H", "C", "H", "H", "C", "H", "H", "C", "H", "H", "H", "H", "H", "H", "H"], "xyz": [[3.28875, 0.42588, -3.89566], [3.89144, 0.95517, -4.63206], [2.67045, -0.62386, -4.59817], [1.85779, -1.48163, -3.91963], [1.56973, -1.37858, -2.56447], [0.73397, -2.31998, -1.97147], [0.20413, -3.36139, -2.72168], [0.47937, -3.45753, -4.08065], [1.30625, -2.51039, -4.69318], [1.63072, -2.58068, -6.15227], [1.33247, -1.65624, -6.64372], [2.70550, -2.68867, -6.28808], [1.12026, -3.41974, -6.61205], [-0.01222, -4.43890, -4.88595], [-0.82183, -5.43683, -4.31117], [-1.07453, -6.11297, -5.12662], [-0.28695, -5.99049, -3.53379], [-1.74141, -5.01708, -3.89163], [-0.41877, -4.07748, -2.21193], [0.39921, -2.29502, -0.52128], [0.17237, -3.30469, 0.11146], [0.34843, -1.03026, 0.00952], [0.11181, -0.64088, 1.32319], [0.02538, 0.72507, 1.59355], [-0.18435, 1.15369, 2.88529], [-0.31484, 0.26486, 3.93366], [-0.23582, -1.09323, 3.66434], [-0.02698, -1.54810, 2.37502], [0.03347, -2.60392, 2.16893], [-0.33482, -1.80737, 4.46739], [-0.46176, 0.64553, 4.93153], [-0.30801, 2.91855, 3.14612], [-0.34404, 3.18680, 4.55798], [0.69272, 3.57944, 2.35849], [-1.79583, 3.19698, 2.39529], [-1.99012, 4.55422, 1.90440], [-2.46198, 4.49590, 0.91905], [-1.01033, 5.01763, 1.79560], [-2.90052, 5.27962, 2.91765], [-2.41077, 6.15510, 3.33828], [-3.82140, 5.60136, 2.43109], [-3.19294, 4.22667, 3.99386], [-4.20945, 4.28615, 4.37726], [-2.48932, 4.32330, 4.82002], [-2.91513, 2.90685, 3.27136], [-3.76566, 2.60201, 2.65369], [-2.64661, 2.09471, 3.94470], [0.13165, 1.46647, 0.81654], [0.46206, -0.26436, -0.63971], [2.02972, -0.60682, -1.96771], [3.94095, 0.05195, -3.09988], [2.55382, 1.11758, -3.47056]], "forces_ev_per_a": [[0.13, 0.21, 0.12], [-0.03, 0.00, 0.10], [-0.21, -0.35, -0.09], [-0.24, -0.25, -0.08], [0.04, 0.12, 0.10], [0.13, -0.22, -0.58], [-0.12, -0.07, 0.17], [0.19, 0.31, 0.08], [0.07, 0.03, -0.05], [-0.04, -0.03, 0.05], [0.01, 0.04, -0.10], [0.07, 0.00, -0.09], [0.03, 0.01, -0.09], [0.23, 0.33, -0.04], [-0.16, -0.20, 0.10], [-0.01, 0.02, 0.10], [-0.02, 0.03, -0.02], [0.05, -0.01, 0.00], [-0.05, -0.09, 0.03], [-0.04, 0.21, 0.09], [-0.05, -0.10, 0.06], [0.13, 0.26, -0.42], [-0.09, 0.20, 0.55], [0.07, -0.26, -0.17], [-0.07, 0.40, 0.17], [-0.01, 0.11, 0.21], [0.01, 0.19, -0.05], [0.01, -0.19, -0.03], [-0.01, 0.00, 0.01], [0.00, -0.06, 0.06], [-0.03, -0.01, 0.14], [-0.20, -0.27, -0.35], [-0.14, -0.24, 0.02], [-0.07, -0.05, -0.21], [1.08, -0.36, 0.28], [0.19, 0.58, -0.35], [0.09, 0.03, 0.08], [-0.14, 0.12, -0.16], [-0.05, -0.03, 0.01], [-0.04, 0.06, -0.02], [0.02, 0.06, 0.00], [-0.05, -0.07, 0.02], [-0.02, 0.00, 0.05], [-0.09, 0.01, 0.02], [-0.43, -0.17, 0.43], [0.05, -0.04, 0.05], [-0.22, -0.09, 0.02], [0.02, 0.03, -0.22], [-0.05, -0.22, 0.03], [0.07, 0.08, 0.04], [-0.04, 0.01, -0.03], [0.02, -0.05, -0.01]], "nbo_charge": [-0.25, 0.20, -0.49, 0.31, -0.28, -0.13, -0.30, 0.39, -0.10, -0.64, 0.22, 0.23, 0.23, -0.51, -0.25, 0.20, 0.18, 0.18, 0.24, 0.67, -0.60, -0.60, 0.15, -0.17, -0.34, -0.21, -0.19, -0.22, 0.26, 0.22, 0.24, 2.31, -0.94, -0.94, -0.66, -0.24, 0.20, 0.24, -0.43, 0.22, 0.21, -0.43, 0.21, 0.23, -0.23, 0.20, 0.22, 0.22, 0.40, 0.21, 0.18, 0.17]}



{"formula": "C20H24N2O5S", "method": "the ωB97M-V functional and the def2-TZVPD basis", "multiplicity": 1, "gap_ev": 9.056, "lumo_energy_ev": 0.52, "homo_energy_ha": -0.3137, "fmax_ev_per_a": 0.92, "smiles": "CCCc1ccccc1OCCNS(=O)(=O)c1cc2c(cc1C)OCC(=O)N2", "energy_ev": -45182.5770, "elements": ["C", "C", "H", "H", "C", "C", "C", "C", "C", "C", "C", "O", "C", "C", "N", "S", "O", "O", "C", "C", "C", "C", "C", "C", "C", "H", "H", "H", "H", "O", "C", "C", "O", "N", "H", "H", "H", "H", "H", "H", "H", "H", "H", "H", "H", "H", "H", "H", "H", "H", "H", "H"], "xyz": [[5.83274, -2.00043, -0.81233], [4.91857, -1.37676, -1.85861], [4.15397, -2.09562, -2.15481], [5.50294, -1.12197, -2.74577], [4.22851, -0.10743, -1.34293], [3.30103, -0.40053, -0.19962], [3.65880, -0.11604, 1.10721], [2.81376, -0.40586, 2.16583], [1.58945, -0.99245, 1.91228], [1.20223, -1.28467, 0.61381], [2.05276, -0.99378, -0.44530], [1.77695, -1.25885, -1.76359], [0.48638, -1.67499, -2.13391], [-0.50969, -0.50195, -2.12919], [-1.87960, -0.89356, -2.36010], [-2.69692, -1.48388, -1.01491], [-1.83655, -2.31370, -0.21465], [-3.90942, -2.06584, -1.50572], [-2.99592, 0.03224, -0.12321], [-2.36440, 0.17509, 1.09828], [-2.53413, 1.33553, 1.83379], [-3.37022, 2.34416, 1.33504], [-3.98156, 2.18579, 0.09910], [-3.80034, 1.03239, -0.65597], [-4.43863, 0.87864, -1.99472], [-4.86333, -0.11685, -2.09252], [-5.21152, 1.62782, -2.14201], [-3.68562, 0.98849, -2.77385], [-4.60120, 2.98897, -0.26684], [-3.55854, 3.50179, 2.01854], [-3.31196, 3.45416, 3.41146], [-2.11657, 2.61223, 3.84697], [-1.48848, 2.83534, 4.85347], [-1.86309, 1.55481, 3.03547], [-1.12678, 0.91369, 3.30159], [-3.16139, 4.48601, 3.73545], [-4.19658, 3.05249, 3.93202], [-1.73963, -0.62560, 1.46001], [-2.01061, -1.49184, -3.16202], [-0.48716, -0.01119, -1.15273], [-0.21595, 0.23126, -2.88720], [0.59604, -2.06268, -3.15194], [0.11200, -2.47799, -1.49067], [0.24515, -1.75311, 0.44737], [0.92553, -1.23892, 2.72875], [3.11272, -0.17769, 3.17770], [4.61872, 0.34150, 1.29825], [3.65416, 0.33120, -2.16149], [4.98675, 0.61020, -1.02333], [5.26537, -2.27756, 0.07316], [6.31090, -2.89330, -1.20898], [6.61035, -1.29876, -0.51665]], "forces_ev_per_a": [[-0.12, -0.01, -0.21], [0.11, 0.08, 0.11], [0.01, 0.00, -0.10], [-0.05, -0.04, -0.06], [-0.08, -0.19, -0.19], [-0.06, 0.09, -0.19], [-0.13, -0.05, -0.04], [-0.04, 0.00, 0.18], [0.08, 0.07, 0.07], [-0.13, -0.13, -0.28], [0.16, 0.09, 0.17], [0.31, 0.21, 0.15], [-0.45, -0.07, -0.01], [0.67, 0.07, 0.19], [-0.56, -0.38, 0.62], [0.17, 0.19, -0.50], [0.03, 0.24, 0.18], [-0.07, 0.10, -0.11], [0.23, -0.48, -0.18], [-0.02, 0.15, 0.23], [-0.34, 0.17, -0.35], [0.07, -0.41, -0.11], [0.14, -0.12, 0.18], [-0.10, 0.15, 0.02], [-0.19, 0.12, -0.16], [-0.13, 0.10, -0.12], [-0.05, 0.04, -0.02], [-0.02, 0.02, -0.10], [-0.11, 0.09, -0.06], [0.18, -0.10, -0.35], [-0.12, 0.13, 0.55], [-0.08, 0.14, -0.14], [-0.05, 0.13, 0.20], [0.27, -0.34, -0.02], [-0.03, 0.19, 0.06], [0.05, -0.24, 0.01], [0.14, 0.06, -0.07], [0.12, -0.07, 0.12], [-0.29, -0.20, -0.09], [0.20, 0.12, -0.08], [-0.03, -0.03, 0.16], [-0.06, 0.00, 0.12], [0.11, 0.06, -0.11], [-0.08, -0.04, -0.07], [-0.06, -0.04, 0.08], [0.02, 0.02, 0.09], [0.11, 0.06, -0.02], [0.07, 0.10, 0.02], [-0.02, 0.05, 0.00], [0.02, -0.06, 0.12], [0.08, -0.09, 0.04], [0.12, 0.05, 0.08]], "nbo_charge": [-0.61, -0.38, 0.21, 0.20, -0.42, -0.08, -0.19, -0.24, -0.20, -0.33, 0.37, -0.52, -0.08, -0.26, -0.86, 2.32, -0.96, -0.93, -0.37, -0.21, 0.14, 0.29, -0.24, 0.04, -0.65, 0.25, 0.22, 0.24, 0.23, -0.47, -0.17, 0.65, -0.58, -0.61, 0.42, 0.23, 0.20, 0.25, 0.40, 0.22, 0.21, 0.19, 0.20, 0.24, 0.20, 0.21, 0.21, 0.22, 0.20, 0.21, 0.21, 0.20]}